[1]
{
  "formula": "C20H23N5ORu",
  "method": "ωB97M-V/def2-TZVPD",
  "species": ["Ru", "C", "N", "C", "C", "C", "C", "C", "C", "N", "C", "C", "C", "C", "C", "C", "N", "C", "C", "C", "C", "C", "N", "H", "H", "H", "H", "H", "H", "H", "H", "H", "H", "H", "H", "H", "H", "H", "H", "H", "H", "C", "C", "N", "O", "H", "H", "H", "H", "H"],
  "positions_angstrom": [[0.29889, -0.86812, -0.84779], [1.86279, -2.45194, 0.97075], [0.46259, -1.87844, 0.93641], [-0.56351, -2.98559, 1.04801], [-0.98328, -3.46334, -0.30247], [-1.58836, -4.67631, -0.51280], [-2.07524, -4.97637, -1.78498], [-1.94590, -4.04364, -2.81292], [-1.31337, -2.85307, -2.55633], [-0.83742, -2.56739, -1.31720], [0.26717, -0.85877, 2.03559], [-0.96397, -0.06978, 1.72386], [-1.86765, 0.35989, 2.66104], [-2.95418, 1.13274, 2.24053], [-3.09699, 1.44251, 0.89303], [-2.16553, 0.96651, -0.00612], [-1.11624, 0.22622, 0.40649], [2.82244, -1.41995, 0.47558], [4.12895, -1.33589, 0.87650], [4.96029, -0.39098, 0.26976], [4.44579, 0.45497, -0.71023], [3.12308, 0.34804, -1.06246], [2.32025, -0.57945, -0.48042], [1.88249, -3.33559, 0.32836], [2.09051, -2.77210, 1.98877], [-1.43078, -2.58698, 1.57722], [-0.13724, -3.78352, 1.65713], [-1.69686, -5.38133, 0.30262], [-2.55615, -5.92948, -1.96970], [-2.32496, -4.24411, -3.80660], [-1.17347, -2.10917, -3.32629], [1.14683, -0.21329, 2.05513], [0.20868, -1.38072, 2.99152], [-1.73368, 0.11379, 3.70742], [-3.68323, 1.47977, 2.96231], [-3.92187, 2.04525, 0.53653], [-2.24734, 1.17613, -1.06369], [4.50904, -1.99788, 1.64529], [6.00133, -0.31735, 0.56184], [5.06599, 1.19855, -1.19381], [2.68148, 0.99675, -1.80381], [-0.34812, 2.33634, -3.20174], [0.16912, 0.97234, -3.48775], [0.56279, 0.63171, -4.66791], [0.22570, 0.05884, -2.53866], [0.25139, 3.08959, -3.71503], [-0.34911, 2.54002, -2.13396], [-1.36976, 2.41320, -3.58776], [0.53207, 1.30424, -5.43229], [0.90772, -0.29682, -4.89005]],
  "atomic_forces_ev_per_a": [[-0.20, 0.14, -0.17], [-0.16, 0.06, 0.07], [0.22, -0.06, -0.13], [0.09, 0.12, 0.09], [-0.02, 0.14, -0.18], [-0.09, -0.18, -0.10], [0.01, 0.02, 0.02], [-0.05, -0.11, -0.01], [0.08, -0.05, 0.21], [0.12, 0.16, -0.06], [0.06, -0.13, -0.02], [-0.04, 0.11, -0.14], [-0.14, 0.15, 0.10], [0.05, -0.04, 0.02], [-0.01, 0.04, -0.02], [0.06, -0.03, 0.16], [0.08, -0.10, -0.18], [-0.04, 0.17, -0.29], [0.23, 0.07, 0.01], [-0.02, -0.01, 0.00], [0.14, 0.01, 0.04], [-0.15, -0.17, 0.17], [-0.06, -0.12, 0.14], [-0.02, -0.03, -0.03], [-0.02, -0.01, 0.04], [-0.02, 0.03, 0.01], [-0.02, -0.03, 0.03], [0.00, -0.01, -0.02], [-0.01, -0.01, 0.00], [0.00, -0.02, 0.01], [0.02, 0.04, 0.01], [0.04, 0.02, 0.03], [-0.03, -0.03, 0.02], [-0.02, 0.00, -0.01], [0.00, 0.03, 0.02], [-0.02, -0.01, 0.02], [0.01, -0.06, -0.02], [0.01, 0.00, -0.02], [0.00, 0.01, 0.01], [0.02, -0.01, 0.01], [-0.04, 0.00, -0.01], [0.02, -0.07, 0.07], [-0.01, -0.04, 0.24], [0.07, 0.02, -0.27], [-0.12, 0.02, 0.12], [-0.01, 0.01, -0.03], [0.01, 0.01, 0.00], [-0.02, 0.01, 0.00], [0.01, -0.04, 0.00], [0.00, 0.01, 0.02]],
  "total_energy_ev": -33150.5194,
  "s2": 6.0267,
  "spin_multiplicity": 5,
  "e_homo_ev": [-22.19, -22.19],
  "relative_energy_ev": 0.000,
  "total_charge": 4,
  "orbital_gap_ev": [7.60, 5.81]
}

[2]
{
  "formula": "C4H11NO2",
  "method": "ωB97M-V/def2-TZVPD",
  "species": ["C", "C", "O", "O", "H", "H", "H", "H", "C", "C", "N", "H", "H", "H", "H", "H", "H", "H"],
  "positions_angstrom": [[-1.23176, 1.21401, -1.63919], [-1.16683, 2.48720, -0.88439], [-1.68557, 3.55239, -1.03246], [-0.53620, 2.31251, 0.34870], [-0.20262, 0.83276, -1.67630], [-1.51835, 1.24636, -2.68832], [-1.84245, 0.53156, -1.04740], [-1.05631, 1.90914, 1.02038], [0.28583, -2.22556, 1.02987], [0.83057, -0.82633, 1.02395], [1.78024, -0.55689, -0.07099], [-0.43318, -2.44161, 0.24330], [-0.16615, -2.55335, 1.97795], [1.02586, -3.02421, 0.90662], [0.03964, -0.07578, 0.93516], [1.32285, -0.66428, 1.99324], [2.70273, -0.39829, 0.28493], [1.85173, -1.31963, -0.72505]],
  "atomic_forces_ev_per_a": [[1.24, -0.31, -0.87], [-1.33, 0.77, 2.25], [0.15, -0.22, -1.47], [1.60, 0.25, -0.90], [-0.18, -0.23, 0.39], [-0.60, 0.43, 0.23], [0.01, -0.10, -0.18], [-0.89, -0.52, 0.60], [-0.39, -1.61, 0.25], [0.55, 0.25, 0.07], [-0.27, 0.07, 0.05], [-0.25, 0.30, -0.14], [-0.23, 0.65, -0.14], [0.52, 0.47, -0.17], [-0.11, -0.27, 0.20], [-0.03, 0.17, -0.27], [0.36, 0.12, 0.11], [-0.14, -0.23, -0.03]],
  "total_energy_ev": -9910.8254,
  "spin_multiplicity": 1,
  "e_homo_ev": -9.41,
  "relative_energy_ev": 1.417,
  "smiles": "CC(=O)O.CCN",
  "orbital_gap_ev": 10.07
}

[3]
{
  "formula": "C16H34CuOP2",
  "method": "ωB97M-V/def2-TZVPD",
  "species": ["P", "P", "C", "C", "H", "H", "H", "H", "C", "H", "H", "H", "C", "H", "H", "H", "C", "H", "H", "H", "C", "H", "H", "H", "Cu", "C", "C", "C", "C", "C", "C", "C", "C", "C", "H", "H", "H", "H", "H", "H", "H", "H", "H", "H", "H", "H", "H", "H", "H", "C", "O", "H", "H", "H"],
  "positions_angstrom": [[0.59278, -2.10732, -2.38895], [-0.23436, 2.42898, -1.40654], [0.83879, -0.24564, -3.23899], [0.85875, 1.16062, -2.58493], [0.51040, -0.21642, -4.30361], [1.92373, -0.45478, -3.36199], [1.73788, 1.20262, -1.85031], [1.05940, 1.91462, -3.40444], [-1.56102, 3.11341, -2.45808], [-1.87405, 3.91547, -1.80126], [-2.43088, 2.45986, -2.49423], [-1.23712, 3.53976, -3.39459], [0.97112, 3.79491, -1.48070], [0.81274, 4.35890, -2.40290], [2.02638, 3.52069, -1.29714], [0.64112, 4.35014, -0.59115], [-0.55418, -3.14256, -3.37761], [-0.62514, -4.06576, -2.78893], [-0.10743, -3.38811, -4.33769], [-1.55068, -2.67905, -3.43485], [2.27206, -2.77596, -2.83408], [3.08043, -2.01904, -2.75472], [2.25356, -3.30446, -3.79600], [2.34637, -3.50780, -1.98960], [-1.27118, -0.20938, -2.82490], [0.25599, 1.20716, -5.68478], [-1.05714, 1.17045, -5.31882], [-2.10965, 0.62053, -6.25129], [-1.75611, -0.73585, -6.87953], [-0.96857, -1.57684, -5.90832], [0.37060, -1.74200, -5.86258], [1.34768, -0.87903, -6.62872], [0.91519, 0.57931, -6.86803], [-0.22297, -1.58934, 0.73934], [1.00318, 1.86048, -5.21092], [-1.43412, 1.71252, -4.42718], [-2.33743, 1.33401, -7.05695], [-3.01843, 0.59793, -5.62775], [-2.70796, -1.26632, -7.04092], [-1.25169, -0.65235, -7.85630], [-1.67934, -2.23543, -5.38524], [0.81761, -2.65447, -5.41809], [1.52917, -1.33397, -7.60953], [2.32001, -0.96545, -6.10753], [1.84275, 1.12946, -7.05146], [0.29664, 0.72515, -7.75751], [0.74495, -1.29509, 1.19517], [-0.01535, -2.17328, -0.18307], [-0.81178, -2.10153, 1.51768], [-0.52296, 0.62940, 1.35414], [-0.87410, -0.37202, 0.38268], [0.50504, 0.40492, 1.71461], [-1.19292, 0.57973, 2.23396], [-0.55337, 1.59812, 0.82124]],
  "atomic_forces_ev_per_a": [[0.20, 2.38, -0.17], [0.34, -2.73, -1.15], [1.24, -1.39, -0.53], [0.82, 2.18, 1.41], [0.04, -0.10, 1.42], [-0.48, 0.29, 0.02], [-0.93, -0.16, -1.14], [0.15, -1.02, 0.88], [0.13, 0.28, 0.93], [-0.30, 0.66, -0.02], [0.19, -0.21, -0.37], [-0.07, -0.03, -0.46], [-0.11, 0.11, 0.38], [0.42, 0.21, 0.17], [-0.59, -0.03, -0.32], [0.28, 0.48, -0.42], [0.42, -0.48, 0.37], [-0.15, 0.07, -0.05], [-0.68, -0.23, 0.21], [0.45, -0.24, 0.00], [-0.60, -0.64, 0.78], [-0.58, -0.59, -0.06], [0.35, 0.17, 0.19], [0.62, 0.28, -0.91], [-0.64, -0.02, 0.31], [-0.90, 1.51, 0.20], [1.48, 1.13, -1.25], [-0.43, 0.40, 0.48], [-0.27, 0.16, 0.37], [0.19, -1.43, -0.64], [-0.93, -0.47, -1.14], [-0.05, -0.70, -0.11], [0.19, 0.09, -0.15], [0.12, 0.24, 0.21], [-0.76, -0.43, 0.56], [0.52, -0.37, -0.78], [0.17, 0.08, 0.19], [0.06, -0.53, -0.45], [0.36, 0.10, -0.22], [-0.20, 0.12, 0.46], [0.95, 0.14, 0.01], [-0.25, 1.19, -0.10], [0.04, -0.07, 0.00], [-0.35, 0.45, -0.14], [-0.15, 0.08, -0.14], [0.10, -0.41, -0.02], [-0.16, -0.63, -0.26], [-0.55, 0.29, 1.14], [0.15, -0.19, -0.29], [-0.10, -0.28, -0.23], [0.70, 0.23, 0.54], [-0.45, 0.53, -0.15], [0.13, 0.13, -0.36], [-0.13, -0.60, 0.80]],
  "total_energy_ev": -82399.9240,
  "s2": 0.7522,
  "spin_multiplicity": 2,
  "e_homo_ev": [-5.19, -7.58],
  "relative_energy_ev": 1.880,
  "orbital_gap_ev": [5.95, 7.79]
}

[4]
{
  "formula": "C5H10N2O3",
  "method": "ωB97M-V/def2-TZVPD",
  "species": ["C", "C", "C", "C", "C", "O", "O", "N", "N", "O", "H", "H", "H", "H", "H", "H", "H", "H", "H", "H"],
  "positions_angstrom": [[-0.66376, -1.52400, -0.16664], [0.31466, -0.35257, -0.26038], [0.75936, -0.10925, -1.64866], [-0.28850, 0.83660, 0.50404], [0.45835, 2.24715, 0.40580], [1.67815, 2.24687, 0.46106], [-0.23125, 3.29186, 0.22947], [-0.11172, 0.42997, 2.12075], [-0.38380, 1.58878, 2.92785], [-1.01057, -0.48806, 2.45490], [-1.57911, -1.47976, -0.83085], [-1.02521, -1.62927, 0.91463], [-0.05214, -2.43334, -0.51845], [1.28192, -0.65678, 0.23795], [-0.03411, 0.22900, -2.23810], [1.21687, -1.02405, -1.91358], [1.56288, 0.61569, -1.71599], [-1.38543, 0.85731, 0.33651], [0.04795, 2.49362, 2.67956], [-1.37127, 1.96631, 2.86190]],
  "atomic_forces_ev_per_a": [[0.10, -1.76, 0.02], [0.19, 0.41, 2.04], [1.14, 0.79, 0.47], [0.82, 0.37, 2.19], [-2.03, -0.30, -1.31], [2.32, -0.70, 0.30], [-0.84, -0.23, 0.18], [0.50, 1.46, -2.22], [-1.26, 2.18, 1.26], [-0.96, -0.84, 0.43], [0.93, 0.36, 0.39], [0.64, 0.15, -1.31], [-1.01, 0.68, 0.51], [-1.11, 0.30, 0.23], [-1.29, 0.17, -1.46], [0.16, -1.29, -1.27], [0.04, 0.48, 0.28], [0.40, 0.40, 0.09], [0.94, -1.18, -0.57], [0.32, -1.44, -0.26]],
  "total_energy_ev": -14465.0211,
  "spin_multiplicity": 1,
  "e_homo_ev": 1.88,
  "relative_energy_ev": 0.000,
  "total_charge": -2,
  "smiles": "CC(C)[C@H](C(=O)[O-])N(N)[O-]",
  "orbital_gap_ev": 4.67
}

[5]
{
  "formula": "C14H23NO2",
  "method": "ωB97M-V/def2-TZVPD",
  "species": ["C", "C", "C", "C", "C", "N", "C", "C", "O", "C", "C", "C", "C", "H", "H", "H", "H", "H", "H", "H", "H", "H", "H", "H", "H", "H", "H", "H", "H", "C", "C", "C", "O", "H", "H", "H", "H", "H", "H", "H"],
  "positions_angstrom": [[4.64994, -0.12542, -0.41842], [3.91695, -0.89758, -1.67106], [2.55346, -0.22521, -2.28862], [1.89192, 1.18662, -1.68346], [0.56411, 1.93089, -2.28572], [-0.76147, 1.34271, -1.86686], [-0.74965, -0.13367, -1.54500], [-2.29544, -0.67415, -1.51991], [-3.27308, 0.29012, -0.99759], [-2.67366, 1.26434, -0.07466], [-1.35427, 2.05124, -0.64478], [2.64981, 1.90155, -0.40303], [4.01802, 1.24820, 0.22010], [5.63345, -0.57511, 0.02841], [4.34213, -1.89748, -2.12037], [1.97386, -0.72431, -3.19971], [0.59172, 3.04855, -1.93466], [0.63191, 1.84971, -3.46203], [-1.41691, 1.46099, -2.69845], [-0.23218, -0.30870, -0.51018], [-0.19830, -0.66922, -2.45217], [-2.59604, -0.87323, -2.65749], [-2.29250, -1.72043, -0.99705], [-3.50331, 2.09781, 0.11378], [-2.42934, 0.82805, 1.00242], [-1.58345, 3.19052, -0.83381], [-0.51996, 1.96554, 0.19901], [2.22651, 2.89741, 0.06285], [4.57218, 1.78418, 1.12490], [-0.06545, -2.24813, 3.12450], [-1.28787, -1.32322, 3.24713], [-2.55426, -2.10118, 2.85257], [-1.13539, -0.33255, 2.38548], [0.07003, -2.63267, 2.10496], [0.85888, -1.73242, 3.41449], [-0.17637, -3.11480, 3.78679], [-1.39203, -1.10379, 4.31906], [-2.51097, -2.48045, 1.82307], [-3.45311, -1.47815, 2.94339], [-2.68989, -2.96655, 3.51213]],
  "atomic_forces_ev_per_a": [[-3.45, 1.51, -1.48], [-2.00, 4.08, 1.61], [1.27, 1.70, 2.48], [3.55, -1.21, 2.37], [2.78, 0.12, -0.75], [-1.29, 0.32, -0.14], [-0.32, -1.85, -0.17], [0.47, -0.50, -1.28], [2.51, 0.10, 0.04], [-0.74, 1.19, 1.58], [0.02, 0.33, 1.96], [1.56, -3.42, -1.69], [-1.60, -1.79, -3.13], [-2.17, 1.01, -0.94], [-0.98, 2.33, 1.04], [1.58, 1.08, 2.16], [-0.09, -2.21, -0.84], [-0.21, 0.30, 2.41], [0.81, -0.11, 1.44], [-0.85, 0.43, -1.92], [-1.08, 1.02, 2.23], [0.44, 0.50, 2.39], [-0.11, 2.15, -0.57], [1.67, -1.89, -0.69], [-0.04, 0.20, -2.12], [0.60, -2.39, -0.10], [-1.70, 0.17, -1.82], [0.92, -2.27, -1.07], [-1.41, -1.35, -2.23], [0.19, -0.75, 0.69], [0.05, -1.58, -1.50], [-0.41, -0.74, 0.66], [0.10, 2.73, -1.21], [-0.21, 0.24, 0.02], [-0.23, 0.09, -0.08], [0.15, -0.18, 0.07], [-0.02, 0.53, 0.47], [0.23, 0.19, 0.06], [0.23, 0.06, -0.02], [-0.19, -0.17, 0.02]],
  "total_energy_ev": -20462.4741,
  "spin_multiplicity": 1,
  "e_homo_ev": -5.37,
  "relative_energy_ev": 13.558,
  "orbital_gap_ev": 4.48
}

[6]
{
  "formula": "C7H7N",
  "method": "ωB97M-V/def2-TZVPD",
  "species": ["C", "C", "C", "N", "C", "C", "H", "H", "H", "H", "H", "C", "C", "H", "H"],
  "positions_angstrom": [[-0.02001, 0.80255, -0.55053], [-0.19711, -0.07721, 0.51833], [-1.52112, -0.56404, 0.53818], [-2.50625, -0.28691, -0.41569], [-2.31460, 0.55531, -1.36365], [-0.97565, 0.94848, -1.62053], [0.88105, 1.45488, -0.51491], [0.62529, -0.31090, 1.18136], [-1.52096, -1.52047, 1.31324], [-3.08737, 0.78974, -2.08785], [-0.79920, 1.90819, -2.31932], [2.70052, -0.70943, 0.73089], [3.17520, -1.04505, 1.82634], [1.92084, -0.39387, 0.07711], [3.63936, -1.55128, 2.68704]],
  "atomic_forces_ev_per_a": [[0.21, 0.86, -1.45], [-2.67, 0.94, -1.66], [0.99, -3.00, 0.18], [0.02, -2.14, 4.47], [3.10, 0.01, -1.82], [0.77, 4.34, 1.26], [-0.50, -0.67, -0.66], [-0.98, 0.04, 0.51], [-1.47, 2.58, -2.01], [-0.27, -0.06, 0.27], [-0.26, -2.69, 1.20], [1.19, -0.99, 3.91], [-0.64, -0.02, -2.56], [0.92, -0.03, -0.69], [-0.40, 0.82, -0.94]],
  "total_energy_ev": -8857.7788,
  "spin_multiplicity": 1,
  "e_homo_ev": -9.43,
  "relative_energy_ev": 3.846,
  "smiles": "c1ccncc1.C#C",
  "orbital_gap_ev": 9.94
}

[7]
{
  "formula": "CH3BrO2S",
  "method": "ωB97M-V/def2-TZVPD",
  "species": ["C", "O", "O", "S", "Br", "H", "H", "H"],
  "positions_angstrom": [[0.00059, 0.20180, 0.22060], [2.06596, 1.73842, -0.82579], [1.12930, 0.35155, 1.03311], [2.39405, 1.30088, 0.48299], [4.23363, -0.44108, -0.11225], [-0.83726, 0.55167, 0.64342], [-0.19494, -0.82666, -0.06414], [0.29518, 0.80990, -0.61526]],
  "atomic_forces_ev_per_a": [[2.54, -0.99, -2.66], [-0.21, 0.89, -0.77], [2.37, 0.79, 1.34], [-0.05, -2.93, 0.70], [-1.25, 1.00, 0.60], [-2.84, 1.60, 2.00], [0.51, -0.24, -0.05], [-1.08, -0.12, -1.15]],
  "total_energy_ev": -86056.6845,
  "spin_multiplicity": 1,
  "e_homo_ev": [-10.10, -10.10],
  "relative_energy_ev": 0.984,
  "orbital_gap_ev": [8.47, 8.48]
}